Entry from OMol25: a cluster of 12 separate species, C25H77N17O15 in total (ωB97M-V/def2-TZVPD).

Each atom is followed by the atoms it is bonded to, with distances in Å.
CARTESIAN COORDINATES (ANGSTROEM)
1 C 15.353 12.024 10.390  O2 1.397, H10 1.108, H11 1.107, H12 1.098
2 O 14.986 12.281 11.714  C1 1.397, C3 1.452
3 C 15.538 13.502 12.275  O2 1.452, C4 1.515, H13 1.099, H14 1.097
4 C 14.650 13.935 13.425  C3 1.515, N5 1.492, H15 1.127, H16 1.097
5 N 14.574 12.880 14.477  C4 1.492, C6 1.489, H17 1.019
6 C 13.370 12.919 15.352  N5 1.489, C7 1.495, H18 1.098, H19 1.100
7 C 13.416 11.691 16.202  C6 1.495, O8 1.445, H20 1.092, H21 1.096
8 O 12.551 11.839 17.351  C7 1.445, C9 1.426
9 C 13.000 10.884 18.310  O8 1.426, H22 1.124, H23 1.087, H24 1.124
10 H 16.440 11.866 10.243  C1 1.108
11 H 14.994 12.781 9.665  C1 1.107
12 H 14.863 11.057 10.220  C1 1.098
13 H 15.591 14.280 11.500  C3 1.099
14 H 16.566 13.307 12.605  C3 1.097
15 H 13.653 14.131 12.936  C4 1.127
16 H 15.055 14.883 13.799  C4 1.097
17 H 14.425 12.042 13.915  N5 1.019
18 H 12.433 13.060 14.797  C6 1.098
19 H 13.388 13.743 16.080  C6 1.100
20 H 14.451 11.559 16.526  C7 1.092
21 H 13.118 10.770 15.689  C7 1.096
22 H 12.148 10.847 19.043  C9 1.124
23 H 13.859 11.227 18.881  C9 1.087
24 H 13.134 9.872 17.840  C9 1.124
25 C 17.770 8.441 19.367  O26 1.432, H34 1.112, H35 1.105, H36 1.075
26 O 18.058 9.629 20.114  C25 1.432, C27 1.418
27 C 17.369 10.773 19.639  O26 1.418, C28 1.532, H37 1.087, H38 1.097
28 C 17.954 12.046 20.260  C27 1.532, N29 1.479, H39 1.102, H40 1.093
29 N 17.617 12.094 21.699  C28 1.479, C30 1.510, H41 1.014
30 C 18.352 13.167 22.468  N29 1.510, C31 1.501, H42 1.082, H43 1.098
31 C 19.694 12.639 22.883  C30 1.501, O32 1.424, H44 1.108, H45 1.105
32 O 20.495 12.810 21.719  C31 1.424, C33 1.403
33 C 21.889 12.910 21.850  O32 1.403, H46 1.098, H47 1.089, H48 1.069
34 H 18.238 8.580 18.368  C25 1.112
35 H 16.671 8.330 19.348  C25 1.105
36 H 18.272 7.706 19.970  C25 1.075
37 H 16.294 10.693 19.781  C27 1.087
38 H 17.501 10.868 18.555  C27 1.097
39 H 17.504 12.957 19.836  C28 1.102
40 H 19.036 12.092 20.110  C28 1.093
41 H 17.904 11.205 22.093  N29 1.014
42 H 17.737 13.384 23.332  C30 1.082
43 H 18.408 14.096 21.886  C30 1.098
44 H 19.621 11.576 23.191  C31 1.108
45 H 20.099 13.145 23.778  C31 1.105
46 H 22.189 13.703 22.548  C33 1.098
47 H 22.297 13.133 20.865  C33 1.089
48 H 22.301 11.990 22.205  C33 1.069
49 C 8.611 7.193 22.939  O50 1.453, H58 1.096, H59 1.079, H60 1.125
50 O 9.766 7.789 23.591  C49 1.453, C51 1.443
51 C 9.532 9.140 24.039  O50 1.443, C52 1.541, H61 1.066, H62 1.106
52 C 10.859 9.680 24.608  C51 1.541, N53 1.444, H63 1.089, H64 1.102
53 N 11.851 9.599 23.561  C52 1.444, C54 1.468, H65 1.003
54 C 13.208 10.048 23.898  N53 1.468, C55 1.538, H66 1.096, H67 1.081
55 C 14.067 9.592 22.707  C54 1.538, O56 1.411, H68 1.105, H69 1.100
56 O 14.267 8.196 22.784  C55 1.411, C57 1.420
57 C 14.994 7.687 21.675  O56 1.420, H70 1.098, H71 1.098, H72 1.062
58 H 7.756 6.959 23.584  C49 1.096
59 H 8.942 6.262 22.507  C49 1.079
60 H 8.260 7.838 22.087  C49 1.125
61 H 8.733 9.232 24.739  C51 1.066
62 H 9.296 9.787 23.174  C51 1.106
63 H 11.083 9.137 25.525  C52 1.089
64 H 10.728 10.736 24.896  C52 1.102
65 H 11.922 8.648 23.251  N53 1.003
66 H 13.659 9.609 24.795  C54 1.096
67 H 13.271 11.123 23.989  C54 1.081
68 H 15.061 10.075 22.707  C55 1.105
69 H 13.631 9.871 21.737  C55 1.100
70 H 14.871 6.604 21.810  C57 1.098
71 H 16.050 7.977 21.754  C57 1.098
72 H 14.509 8.046 20.801  C57 1.062
73 N 12.791 18.464 21.639  C74 1.330, H77 1.010, H78 0.990
74 C 12.918 17.143 21.735  N73 1.330, N75 1.369, O76 1.217
75 N 11.868 16.306 21.473  C74 1.369, H79 1.029, H80 1.011
76 O 13.987 16.661 22.061  C74 1.217
77 H 11.887 18.880 21.463  N73 1.010
78 H 13.529 18.908 22.126  N73 0.990
79 H 12.185 15.373 21.175  N75 1.029
80 H 10.941 16.694 21.364  N75 1.011
81 N 18.885 17.695 23.569  C82 1.313, H85 1.001, H86 1.004
82 C 17.821 17.107 23.073  N81 1.313, N83 1.392, O84 1.178
83 N 16.791 17.343 23.978  C82 1.392, H87 0.987, H88 1.012
84 O 17.617 16.609 22.025  C82 1.178
85 H 18.832 18.092 24.487  N81 1.001
86 H 19.760 17.581 23.090  N81 1.004
87 H 16.875 17.066 24.921  N83 0.987
88 H 15.980 16.957 23.511  N83 1.012
89 N 17.002 11.229 25.287  C90 1.381, H93 0.997, H94 1.023
90 C 17.041 11.602 26.616  N89 1.381, N91 1.318, O92 1.238
91 N 16.177 12.588 26.751  C90 1.318, H95 1.023, H96 1.006
92 O 17.774 11.148 27.505  C90 1.238
93 H 16.112 11.506 24.930  N89 0.997
94 H 17.239 10.247 25.123  N89 1.023
95 H 15.694 13.113 26.019  N91 1.023
96 H 16.308 13.068 27.625  N91 1.006
97 N 12.813 14.136 23.625  C98 1.332, H101 0.998, H102 1.000
98 C 13.570 14.906 24.405  N97 1.332, N99 1.393, O100 1.237
99 N 13.057 16.182 24.620  C98 1.393, H103 1.007, H104 1.008
100 O 14.634 14.525 24.907  C98 1.237
101 H 12.090 14.546 23.072  N97 0.998
102 H 13.073 13.201 23.384  N97 1.000
103 H 12.507 16.555 23.864  N99 1.007
104 H 13.743 16.840 24.957  N99 1.008
105 N 18.008 14.595 17.501  C106 1.367, H109 0.997, H110 0.986
106 C 16.697 14.693 17.877  N105 1.367, N107 1.359, O108 1.225
107 N 15.918 13.688 17.399  C106 1.359, H111 1.001, H112 1.009
108 O 16.287 15.529 18.673  C106 1.225
109 H 18.517 15.384 17.835  N105 0.997
110 H 18.431 13.886 16.963  N105 0.986
111 H 16.006 13.564 16.410  N107 1.001
112 H 14.983 13.772 17.770  N107 1.009
113 N 11.948 16.401 16.159  C114 1.315, H117 1.002, H118 1.008
114 C 12.801 16.986 16.972  N113 1.315, N115 1.345, O116 1.207
115 N 13.079 16.330 18.113  C114 1.345, H119 1.032, H120 0.974
116 O 13.285 18.084 16.834  C114 1.207
117 H 11.939 15.399 16.154  N113 1.002
118 H 11.900 16.799 15.235  N113 1.008
119 H 12.801 15.364 18.342  N115 1.032
120 H 13.971 16.541 18.442  N115 0.974
121 N 14.828 12.197 21.236  C122 1.383, H125 0.993, H126 1.036
122 C 14.511 13.499 20.893  N121 1.383, N123 1.360, O124 1.300
123 N 15.435 14.471 21.116  C122 1.360, H127 0.995, H128 1.007
124 O 13.373 13.762 20.323  C122 1.300
125 H 14.135 11.612 21.641  N121 0.993
126 H 15.776 12.024 21.617  N121 1.036
127 H 15.295 15.300 20.582  N123 0.995
128 H 16.177 14.357 21.788  N123 1.007
129 O 10.926 12.883 19.688  H130 0.947, H131 0.983
130 H 10.968 12.827 18.743  O129 0.947
131 H 11.769 13.299 19.977  O129 0.983
132 O 11.427 11.871 22.330  H133 0.998, H134 0.964
133 H 11.327 10.877 22.323  O132 0.998
134 H 11.020 12.239 21.537  O132 0.964

As for the electronic energy: -3058.32375 Ha. Its net charge is 0. As for the SMILES: COCCNCCOC.COCCNCCOC.COCCNCCOC.NC(N)=O.NC(N)=O.NC(N)=O.NC(N)=O.NC(N)=O.NC(N)=O.NC(N)=O.O.O.

Atomic partial charges in e from the Mulliken method, atoms 1 to 99:
1. C -0.754
2. O -0.310
3. C -0.659
4. C -0.585
5. N -0.246
6. C 0.038
7. C -0.760
8. O -0.323
9. C -0.764
10. H 0.292
11. H 0.287
12. H 0.247
13. H 0.440
14. H 0.300
15. H 0.282
16. H 0.337
17. H 0.286
18. H 0.772
19. H -0.669
20. H 0.441
21. H 0.420
22. H 0.199
23. H 0.147
24. H 0.505
25. C -0.758
26. O -0.341
27. C -0.230
28. C -0.392
29. N -0.171
30. C -0.890
31. C -0.924
32. O -0.205
33. C -0.879
34. H 0.291
35. H 0.256
36. H 0.253
37. H -0.091
38. H 0.502
39. H -0.124
40. H 0.782
41. H 0.162
42. H 0.454
43. H 0.382
44. H 0.271
45. H 0.526
46. H 0.298
47. H 0.238
48. H 0.354
49. C -0.749
50. O -0.342
51. C -0.590
52. C -0.729
53. N -0.194
54. C -0.696
55. C 0.050
56. O -0.482
57. C -0.670
58. H 0.275
59. H 0.254
60. H 0.307
61. H 0.508
62. H 0.244
63. H 0.472
64. H 0.304
65. H 0.302
66. H 0.552
67. H 0.062
68. H 0.328
69. H -0.045
70. H 0.333
71. H 0.247
72. H 0.267
73. N -0.463
74. C 0.167
75. N -0.149
76. O -0.374
77. H 0.177
78. H 0.259
79. H -0.097
80. H 0.181
81. N -0.375
82. C 0.483
83. N -0.568
84. O -0.515
85. H 0.180
86. H 0.260
87. H 0.311
88. H 0.195
89. N -0.111
90. C 0.443
91. N -0.224
92. O -0.711
93. H -0.041
94. H 0.253
95. H 0.293
96. H 0.227
97. N 0.212
98. C 0.275
99. N -0.484